Computed, not measured: a structure of composition C4H3O3S in a non-equilibrium geometry, with wB97M-V/def2-TZVPD.

Computed properties:
LUMO level = 3.94 eV
M = 131.132 g/mol
HOMO = -3.8 eV
Strongest force on any atom = 2.8 eV/A
ΔE to the lowest compared entry with this formula, charge and spin = 2.503 eV
Total charge = -1
Electronic energy = -21173.044 eV
Orbital gap = 7.7 eV

Last column: Löwdin charge in e.
Geometry (Å):
1 C 1.8834 -0.1503 -0.3528  -0.131
2 C 0.6195 0.0869 -1.0732  -0.127
3 C 1.5539 -0.3480 0.9677  -0.163
4 C -0.3877 -0.0707 -0.0817  -0.287
5 O -3.4203 -0.5086 -0.8468  -0.596
6 O -3.0227 0.6367 1.4118  -0.580
7 O 0.1747 -0.3819 1.0574  -0.084
8 S -2.6808 0.5440 -0.0457  0.724
9 H 2.8138 0.0981 -0.8618  0.074
10 H 0.3185 0.5247 -2.0451  0.077
11 H 2.1476 -0.4308 1.8701  0.093

Atoms 1-2, force components in eV/Å:
-1.249 1.409 -0.832
-1.488 -0.027 2.066